C33H77N11O11 | ωB97M-V/def2-TZVPD

Bonds (Å) are listed after each position.
Geometry (Å):
1 O 19.608 -20.375 18.630  C54 1.241
2 O 15.782 -13.293 13.975  C44 1.228
3 O 19.782 -24.999 15.647  C40 1.235
4 O 18.515 -20.435 10.555  C51 1.231
5 O 11.402 -11.375 15.262  C30 1.232
6 O 17.015 -17.544 15.729  C23 1.207
7 O 20.722 -16.695 13.246  C42 1.185
8 O 13.991 -23.100 10.651  C38 1.227
9 O 13.949 -17.744 12.308  C45 1.216
10 O 15.552 -22.671 16.487  C50 1.240
11 O 14.572 -14.873 18.324  C55 1.226
12 N 16.728 -14.359 18.871  C25 1.410, C55 1.344, H99 1.010
13 N 18.419 -23.334 15.904  C29 1.434, C40 1.271, H92 1.010
14 N 13.630 -21.190 11.822  C32 1.404, C38 1.352, H73 1.010
15 N 17.360 -12.246 12.751  C28 1.451, C44 1.355, H97 1.010
16 N 19.868 -19.299 12.030  C43 1.437, C51 1.356, H103 1.010
17 N 19.154 -19.012 16.964  C36 1.467, C54 1.330, H128 1.010
18 N 12.046 -18.162 11.298  C45 1.328, C48 1.439, H120 1.010
19 N 15.556 -18.447 14.290  C23 1.330, C52 1.463, H106 1.010
20 N 13.598 -11.582 14.757  C30 1.349, C35 1.463, H78 1.010
21 N 14.221 -21.276 17.770  C50 1.379, C53 1.485, H63 1.010
22 N 19.625 -14.848 13.806  C41 1.485, C42 1.323, H130 1.010
23 C 16.019 -17.461 15.052  O6 1.207, N19 1.330, C46 1.500
24 C 15.279 -12.730 17.715  C55 1.527, H68 1.090, H74 1.090, H85 1.090
25 C 16.991 -15.562 19.557  N12 1.410, H84 1.090, H86 1.090, H125 1.090
26 C 17.567 -25.388 16.616  C40 1.508, H83 1.090, H94 1.090, H102 1.090
27 C 16.549 -14.394 12.009  C44 1.493, H71 1.090, H110 1.090, H118 1.090
28 C 17.480 -11.103 13.636  N15 1.451, H79 1.090, H123 1.090, H129 1.090
29 C 19.243 -22.261 15.428  N13 1.434, H57 1.090, H93 1.090, H108 1.090
30 C 12.349 -12.074 14.897  O5 1.232, N20 1.349, C49 1.563
31 C 15.296 -21.208 10.129  C38 1.464, H72 1.090, H91 1.090, H119 1.090
32 C 12.740 -21.731 12.763  N14 1.404, H76 1.090, H100 1.090, H109 1.090
33 C 18.218 -18.117 10.802  C51 1.476, H65 1.090, H82 1.090, H89 1.090
34 C 12.081 -17.685 13.724  C45 1.499, H58 1.090, H101 1.090, H116 1.090
35 C 13.837 -10.180 15.096  N20 1.463, H107 1.090, H111 1.090, H112 1.090
36 C 20.547 -18.793 16.559  N17 1.467, H60 1.090, H105 1.090, H117 1.090
37 C 15.616 -23.019 18.846  C50 1.527, H56 1.090, H98 1.090, H124 1.090
38 C 14.256 -21.922 10.873  O8 1.227, N14 1.352, C31 1.464
39 C 17.380 -19.385 18.567  C54 1.507, H64 1.090, H80 1.090, H87 1.090
40 C 18.675 -24.575 15.996  O3 1.235, N13 1.271, C26 1.508
41 C 19.286 -15.145 15.221  N22 1.485, H61 1.090, H62 1.090, H66 1.090
42 C 20.298 -15.623 12.972  O7 1.185, N22 1.323, C47 1.513
43 C 20.730 -20.276 12.636  N16 1.437, H77 1.090, H81 1.090, H126 1.090
44 C 16.573 -13.312 13.037  O2 1.228, N15 1.355, C27 1.493
45 C 12.742 -17.866 12.390  O9 1.216, N18 1.328, C34 1.499
46 C 15.204 -16.204 15.124  C23 1.500, H59 1.090, H70 1.090, H132 1.090
47 C 20.614 -15.001 11.629  C42 1.513, H95 1.090, H96 1.090, H113 1.090
48 C 10.620 -18.096 11.114  N18 1.439, H69 1.090, H104 1.090, H115 1.090
49 C 12.199 -13.627 14.801  C30 1.563, H122 1.090, H127 1.090, H131 1.090
50 C 15.115 -22.310 17.591  O10 1.240, N21 1.379, C37 1.527
51 C 18.846 -19.407 11.146  O4 1.231, N16 1.356, C33 1.476
52 C 16.239 -19.737 14.197  N19 1.463, H67 1.090, H88 1.090, H114 1.090
53 C 13.740 -20.463 16.625  N21 1.485, H75 1.090, H90 1.090, H121 1.090
54 C 18.761 -19.684 18.042  O1 1.241, N17 1.330, C39 1.507
55 C 15.539 -14.121 18.289  O11 1.226, N12 1.344, C24 1.527
56 H 15.605 -24.107 18.769  C37 1.090
57 H 18.667 -21.342 15.528  C29 1.090
58 H 12.761 -17.435 14.538  C34 1.090
59 H 15.789 -15.294 15.254  C46 1.090
60 H 20.954 -17.975 17.153  C36 1.090
61 H 20.097 -15.008 15.937  C41 1.090
62 H 19.066 -16.211 15.282  C41 1.090
63 H 13.977 -21.036 18.720  N21 1.010
64 H 17.345 -18.443 19.114  C39 1.090
65 H 17.155 -18.283 10.630  C33 1.090
66 H 18.392 -14.586 15.497  C41 1.090
67 H 15.526 -20.505 13.898  C52 1.090
68 H 14.437 -12.655 17.027  C24 1.090
69 H 10.150 -17.187 11.490  C48 1.090
70 H 14.510 -16.210 15.964  C46 1.090
71 H 15.702 -15.071 12.114  C27 1.090
72 H 16.158 -21.870 10.043  C31 1.090
73 H 13.768 -20.189 11.826  N14 1.010
74 H 15.036 -11.976 18.464  C24 1.090
75 H 13.575 -21.104 15.759  C53 1.090
76 H 12.338 -22.663 12.366  C32 1.090
77 H 20.558 -20.319 13.712  C43 1.090
78 H 14.346 -12.191 14.459  N20 1.010
79 H 16.886 -10.238 13.341  C28 1.090
80 H 16.608 -19.548 17.815  C39 1.090
81 H 21.763 -19.929 12.665  C43 1.090
82 H 18.720 -17.717 9.920  C33 1.090
83 H 17.731 -26.400 16.246  C26 1.090
84 H 16.849 -15.391 20.624  C25 1.090
85 H 16.174 -12.345 17.226  C24 1.090
86 H 16.368 -16.416 19.293  C25 1.090
87 H 17.162 -20.235 19.213  C39 1.090
88 H 16.535 -20.168 15.154  C52 1.090
89 H 18.175 -17.406 11.627  C33 1.090
90 H 12.849 -19.913 16.928  C53 1.090
91 H 15.014 -21.057 9.087  C31 1.090
92 H 17.470 -23.133 16.188  N13 1.010
93 H 19.505 -22.321 14.372  C29 1.090
94 H 17.628 -25.293 17.700  C26 1.090
95 H 20.451 -15.732 10.837  C47 1.090
96 H 21.600 -14.588 11.419  C47 1.090
97 H 17.788 -12.283 11.837  N15 1.010
98 H 16.660 -22.717 18.926  C37 1.090
99 H 17.380 -13.593 18.962  N12 1.010
100 H 13.178 -21.845 13.755  C32 1.090
101 H 11.540 -18.588 14.007  C34 1.090
102 H 16.577 -25.117 16.249  C26 1.090
103 H 20.012 -18.378 12.418  N16 1.010
104 H 10.296 -18.159 10.075  C48 1.090
105 H 21.094 -19.735 16.594  C36 1.090
106 H 14.823 -18.287 13.613  N19 1.010
107 H 14.141 -10.048 16.134  C35 1.090
108 H 20.143 -22.080 16.016  C29 1.090
109 H 11.846 -21.110 12.839  C32 1.090
110 H 17.415 -15.053 12.062  C27 1.090
111 H 13.013 -9.531 14.797  C35 1.090
112 H 14.730 -9.881 14.549  C35 1.090
113 H 19.956 -14.159 11.415  C47 1.090
114 H 17.014 -19.635 13.438  C52 1.090
115 H 10.102 -18.901 11.635  C48 1.090
116 H 11.360 -16.869 13.694  C34 1.090
117 H 20.566 -18.445 15.526  C36 1.090
118 H 16.424 -14.084 10.971  C27 1.090
119 H 15.661 -20.307 10.621  C31 1.090
120 H 12.587 -18.260 10.451  N18 1.010
121 H 14.476 -19.695 16.386  C53 1.090
122 H 11.229 -13.829 14.347  C49 1.090
123 H 18.535 -10.833 13.594  C28 1.090
124 H 15.243 -22.588 19.775  C37 1.090
125 H 18.031 -15.871 19.447  C25 1.090
126 H 20.595 -21.272 12.215  C43 1.090
127 H 12.899 -14.185 14.179  C49 1.090
128 H 18.433 -18.406 16.599  N17 1.010
129 H 17.247 -11.279 14.686  C28 1.090
130 H 19.399 -13.906 13.521  N22 1.010
131 H 12.281 -13.972 15.832  C49 1.090
132 H 14.593 -16.005 14.244  C46 1.090

- E_HOMO (spin up / spin down): -10.71 / -10.71 eV
- Gap between HOMO and LUMO (spin up / spin down): 8.42 / 3.05 eV
- Net charge: +1
- Multiplicity: 2
- Energy relative to the best compared isomer or geometry (same formula, charge and spin): 0.0 kcal per mole
- Strongest force on any atom: 3.75 eV/Å

---

C33H79BClF3IN4O10PS | ωB97M-V/def2-TZVPD

Bonds (Å) are listed after each position.
Geometry (Å):
1 I -2.910 1.896 -2.954  C23 2.208
2 Cl -1.309 4.382 -0.443  N18 1.721
3 S -3.928 2.394 1.662  O13 1.435, O16 1.442, C25 1.849, C37 1.894
4 P -7.116 3.553 -0.679  N19 1.570, C31 1.861, H70 1.398, H75 1.406
5 F -3.148 4.943 1.890  C37 1.324
6 F -2.345 3.652 3.425  C37 1.316
7 F -4.432 4.182 3.451  C37 1.326
8 O -5.265 1.676 -1.118  C23 1.387, C31 1.434
9 O 1.771 -1.889 7.139  C35 1.416, C38 1.415
10 O 3.586 -1.975 -0.904  C28 1.414, C43 1.418
11 O -4.965 -1.148 2.818  C48 1.411, C52 1.415
12 O 3.014 1.353 -3.814  C32 1.417, C54 1.416
13 O -3.389 1.233 2.311  S3 1.435
14 O -3.116 -3.314 4.857  C49 1.415, C53 1.418
15 O 7.445 -0.401 -4.992  C29 1.415, C34 1.415
16 O -5.359 2.560 1.582  S3 1.442
17 O -0.781 1.929 1.864  B55 1.370, H100 0.963
18 N -1.835 2.762 -0.199  Cl2 1.721, C25 1.445, B55 1.512
19 N -6.787 5.010 -0.196  P4 1.570, H69 1.013
20 N 0.212 1.224 -0.275  C33 1.463, C47 1.464, B55 1.441
21 N -7.585 0.371 -2.606  C46 1.461, H114 1.014, H116 1.013
22 C -5.715 -0.927 0.465  C45 1.534, C48 1.539, H95 1.093, H96 1.090
23 C -3.891 1.523 -1.011  I1 2.208, O8 1.387, C25 1.585, C50 1.549
24 C 1.996 0.255 5.950  C35 1.519, H64 1.090, H128 1.091, H133 1.091
25 C -3.264 2.615 -0.049  S3 1.849, N18 1.445, C23 1.585, H132 1.093
26 C 4.828 -0.249 -2.143  C43 1.519, H73 1.091, H112 1.091, H130 1.091
27 C 3.848 0.418 -5.934  C54 1.519, H58 1.091, H68 1.091, H131 1.090
28 C 4.015 -3.074 -1.683  O10 1.414, C40 1.519, H80 1.097, H107 1.090
29 C 8.342 0.689 -4.892  O15 1.415, C30 1.519, H79 1.096, H94 1.090
30 C 8.685 1.336 -6.223  C29 1.519, H81 1.090, H118 1.091, H124 1.091
31 C -5.802 2.829 -1.781  P4 1.861, O8 1.434, C51 1.541, H76 1.090
32 C 2.805 2.676 -4.276  O12 1.417, C41 1.520, H103 1.096, H134 1.090
33 C 0.520 1.802 -1.582  N20 1.463, H93 1.091, H120 1.092, H126 1.088
34 C 7.878 -1.496 -5.776  O15 1.415, C39 1.519, H106 1.096, H123 1.090
35 C 1.888 -0.484 7.273  O9 1.416, C24 1.519, H82 1.096, H109 1.090
36 C 4.188 -2.374 7.182  C38 1.519, H63 1.091, H84 1.091, H105 1.090
37 C -3.395 3.905 2.673  S3 1.894, F5 1.324, F6 1.316, F7 1.326
38 C 2.846 -2.543 6.490  O9 1.415, C36 1.519, H65 1.096, H88 1.090
39 C 9.155 -2.152 -5.278  C34 1.519, H62 1.091, H71 1.090, H122 1.091
40 C 5.280 -3.743 -1.172  C28 1.519, H87 1.091, H117 1.091, H125 1.091
41 C 1.409 2.931 -4.820  C32 1.520, H104 1.091, H108 1.090, H121 1.090
42 C -2.965 -4.253 7.132  C49 1.520, H85 1.091, H97 1.090, H129 1.091
43 C 4.491 -0.887 -0.806  O10 1.418, C26 1.519, H77 1.091, H83 1.097
44 C -1.559 -1.457 5.288  C53 1.520, H56 1.093, H57 1.092, H67 1.092
45 C -4.747 -0.924 -0.724  C22 1.534, C50 1.534, H111 1.094, H115 1.089
46 C -6.561 1.009 -3.430  N21 1.461, C51 1.524, H59 1.088, H98 1.092
47 C 0.146 -0.238 -0.316  N20 1.464, H61 1.094, H74 1.094, H86 1.092
48 C -5.245 -1.834 1.618  O11 1.411, C22 1.539, H90 1.091, H101 1.096
49 C -2.469 -4.252 5.695  O14 1.415, C42 1.520, H102 1.097, H127 1.091
50 C -3.570 0.056 -0.628  C23 1.549, C45 1.534, H110 1.088, H113 1.092
51 C -6.329 2.495 -3.190  C31 1.541, C46 1.524, H60 1.093, H91 1.092
52 C -6.109 -0.646 3.483  O11 1.415, H66 1.093, H78 1.092, H92 1.093
53 C -2.994 -1.955 5.241  O14 1.418, C44 1.520, H72 1.087, H119 1.097
54 C 2.874 0.321 -4.773  O12 1.416, C27 1.519, H89 1.091, H99 1.097
55 B -0.791 1.916 0.495  O17 1.370, N18 1.512, N20 1.441
56 H -1.074 -1.616 4.321  C44 1.093
57 H -1.543 -0.389 5.515  C44 1.092
58 H 3.680 1.311 -6.538  C27 1.091
59 H -5.618 0.481 -3.307  C46 1.088
60 H -7.251 3.054 -3.368  C51 1.093
61 H 1.152 -0.670 -0.317  C47 1.094
62 H 10.012 -1.480 -5.337  C39 1.091
63 H 4.127 -2.707 8.219  C36 1.091
64 H 2.005 1.332 6.120  C24 1.090
65 H 2.915 -2.226 5.443  C38 1.096
66 H -6.092 -0.984 4.522  C52 1.093
67 H -0.959 -1.964 6.046  C44 1.092
68 H 4.876 0.446 -5.568  C27 1.091
69 H -6.748 5.065 0.815  N19 1.013
70 H -7.355 2.577 0.293  P4 1.398
71 H 9.381 -3.029 -5.885  C39 1.090
72 H -3.545 -1.396 4.489  C53 1.087
73 H 5.468 0.621 -1.991  C26 1.091
74 H -0.343 -0.594 -1.227  C47 1.094
75 H -8.249 3.493 -1.510  P4 1.406
76 H -5.079 3.644 -1.837  C31 1.090
77 H 3.988 -0.160 -0.169  C43 1.091
78 H -7.034 -0.989 3.016  C52 1.092
79 H 9.256 0.391 -4.366  C29 1.096
80 H 4.140 -2.779 -2.732  C28 1.097
81 H 9.316 2.210 -6.058  C30 1.090
82 H 2.729 -0.226 7.927  C35 1.096
83 H 5.403 -1.193 -0.280  C43 1.097
84 H 4.523 -1.336 7.180  C36 1.091
85 H -2.474 -5.049 7.693  C42 1.091
86 H -0.360 -0.649 0.559  C47 1.092
87 H 5.504 -4.622 -1.777  C40 1.091
88 H 2.566 -3.597 6.483  C38 1.090
89 H 3.057 -0.600 -4.218  C54 1.091
90 H -4.320 -2.348 1.353  C48 1.091
91 H -5.607 2.860 -3.924  C51 1.092
92 H -6.097 0.447 3.474  C52 1.093
93 H 1.190 1.137 -2.129  C33 1.091
94 H 7.832 1.411 -4.254  C29 1.090
95 H -6.673 -1.310 0.101  C22 1.093
96 H -5.899 0.083 0.831  C22 1.090
97 H -2.750 -3.312 7.639  C42 1.090
98 H -6.848 0.878 -4.476  C46 1.092
99 H 1.842 0.272 -5.140  C54 1.097
100 H -0.875 1.062 2.273  O17 0.963
101 H -6.002 -2.603 1.809  C48 1.096
102 H -1.382 -4.108 5.672  C49 1.097
103 H 3.565 2.954 -5.015  C32 1.096
104 H 1.201 2.354 -5.722  C41 1.091
105 H 4.946 -2.966 6.668  C36 1.090
106 H 7.986 -1.201 -6.826  C34 1.096
107 H 3.186 -3.781 -1.650  C28 1.090
108 H 0.667 2.659 -4.069  C41 1.090
109 H 0.980 -0.173 7.790  C35 1.090
110 H -2.802 -0.312 -1.304  C50 1.088
111 H -4.297 -1.920 -0.773  C45 1.094
112 H 3.920 0.076 -2.653  C26 1.091
113 H -3.148 0.003 0.377  C50 1.092
114 H -7.364 0.468 -1.621  N21 1.014
115 H -5.280 -0.798 -1.666  C45 1.089
116 H -8.477 0.828 -2.753  N21 1.013
117 H 6.143 -3.078 -1.222  C40 1.091
118 H 9.229 0.658 -6.882  C30 1.091
119 H -3.490 -1.781 6.204  C53 1.097
120 H 1.060 2.742 -1.453  C33 1.092
121 H 1.290 3.986 -5.067  C41 1.090
122 H 9.043 -2.467 -4.240  C39 1.091
123 H 7.057 -2.212 -5.732  C34 1.090
124 H 7.778 1.652 -6.739  C30 1.091
125 H 5.153 -4.057 -0.135  C40 1.091
126 H -0.364 1.992 -2.189  C33 1.088
127 H -2.669 -5.221 5.238  C49 1.091
128 H 1.147 0.009 5.310  C24 1.091
129 H -4.043 -4.416 7.163  C42 1.091
130 H 5.361 -0.931 -2.807  C26 1.091
131 H 3.733 -0.448 -6.587  C27 1.090
132 H -3.727 3.557 -0.353  C25 1.093
133 H 2.909 0.000 5.410  C24 1.091
134 H 2.974 3.302 -3.400  C32 1.090

- E_HOMO: -8.60 eV
- Gap between HOMO and LUMO: 8.55 eV
- Structure (SMILES): COCCCC[C@@](I)(O[C@@H](CCN)[PH2]=N)[C@H](N(Cl)B(O)N(C)C)S(=O)(=O)C(F)(F)F.CCOCC.CCOCC.CCOCC.CCOCC.CCOCC
- Energy relative to the best compared isomer or geometry (same formula, charge and spin): 4.1 kcal per mole
- Strongest force on any atom: 1.25 eV/Å

---

Which value of strongest force on any atom does entry 1 give?
3.75 eV/Å